One molecule with the formula C23H26N4O5S in a non-equilibrium geometry, computed with the ωB97M-V functional and the def2-TZVPD basis.

Positions of all 59 atoms, in Å:
1 C -1.768 -2.543 -2.980
2 H -2.650 -2.728 -3.592
3 O -1.803 -3.516 -1.962
4 C -0.829 -3.497 -1.017
5 C 0.257 -2.634 -1.018
6 C 1.188 -2.688 0.022
7 C 1.046 -3.611 1.052
8 C -0.031 -4.481 1.036
9 C -0.962 -4.428 0.019
10 H -1.809 -5.095 -0.001
11 H -0.149 -5.204 1.828
12 H 1.770 -3.637 1.851
13 C 2.283 -1.744 0.011
14 N 2.463 -0.792 -0.861
15 C 3.601 -0.146 -0.469
16 C 4.078 -0.756 0.663
17 O 3.244 -1.776 0.955
18 C 5.227 -0.482 1.557
19 H 5.938 0.179 1.071
20 H 4.865 -0.014 2.473
21 H 5.722 -1.413 1.826
22 C 4.098 1.029 -1.202
23 H 5.036 1.412 -0.813
24 H 4.169 0.841 -2.272
25 S 2.895 2.405 -1.086
26 O 3.573 3.607 -1.497
27 O 1.693 2.073 -1.798
28 C 2.523 2.636 0.700
29 C 1.609 1.594 1.303
30 O 2.080 0.712 2.006
31 N 0.288 1.705 1.087
32 C -0.397 2.650 0.235
33 H 0.301 3.332 -0.242
34 H -1.109 3.216 0.851
35 C -1.163 1.889 -0.863
36 N -2.071 0.932 -0.282
37 C -3.373 1.227 0.028
38 N -3.940 0.463 0.967
39 C -5.214 0.641 1.263
40 C -6.018 1.593 0.665
41 C -5.439 2.392 -0.314
42 C -4.113 2.217 -0.644
43 H -3.669 2.826 -1.414
44 H -6.024 3.147 -0.819
45 H -7.052 1.707 0.946
46 H -5.598 -0.018 2.031
47 C -1.357 -0.016 0.547
48 H -2.073 -0.717 0.973
49 C -0.608 0.716 1.663
50 H -0.011 0.019 2.251
51 H -1.328 1.225 2.313
52 H -0.637 -0.547 -0.079
53 H -1.687 2.601 -1.496
54 H -0.428 1.358 -1.475
55 H 2.139 3.649 0.780
56 H 3.493 2.575 1.188
57 H 0.423 -1.912 -1.800
58 H -0.871 -2.641 -3.599
59 H -1.819 -1.531 -2.567

Calculated total energy = -1885.46877 Ha
Kohn-Sham gap = 8.379 eV
Structure (SMILES) = COc1cccc(-c2nc(CS(=O)(=O)CC(=O)N3CCN(c4ccccn4)CC3)c(C)o2)c1
Energy relative to the best compared isomer or geometry (same formula, charge and spin) = 268.2 kJ/mol